Version w
Formula: CH6NO
Source: the Open Molecules 2025 dataset
Level of theory: the ωB97M-V functional and the def2-TZVPD basis

Geometry as XYZ:
```
9
Properties=species:S:1:pos:R:3
O 1.359 0.765 -2.272
H 1.089 1.592 -1.851
C -0.769 -0.097 0.860
N 0.489 -0.645 0.367
H -1.437 0.412 0.140
H -0.668 0.527 1.774
H -1.295 -0.992 1.230
H 0.256 -1.562 0.030
H 0.976 0.000 -0.278
```

Properties
Frontier orbital gap in eV: 6.7
Charge: -1
HOMO energy in eV: -2.32

Version x
Formula: CH6NO
Source: the Open Molecules 2025 dataset
Level of theory: the ωB97M-V functional and the def2-TZVPD basis

Geometry as XYZ:
```
9
Properties=species:S:1:pos:R:3
O -2.349 1.248 1.176
H -2.528 0.747 0.396
C 1.177 -0.184 -0.521
N -0.100 -0.444 0.014
H 1.918 0.007 0.307
H 1.284 0.686 -1.126
H 1.719 -1.137 -0.934
H -0.306 -1.182 0.744
H -0.815 0.260 -0.056
```

Properties
Frontier orbital gap in eV: 6.5
Charge: -1
HOMO energy in eV: -2.23

Order of stability, best first: version w, version x

Version w
Formula: C4H8S3
Source: the Open Molecules 2025 dataset
Level of theory: the ωB97M-V functional and the def2-TZVPD basis

Geometry as XYZ:
```
15
Properties=species:S:1:pos:R:3
C -0.686 2.096 -0.440
C 2.440 1.661 0.529
C -0.797 -1.116 0.023
C -1.916 -0.270 -0.547
S -0.489 2.473 -2.158
S -0.415 3.819 -0.568
S -2.042 1.342 0.311
H 2.156 2.140 1.440
H 2.636 2.243 -0.344
H 2.560 0.600 0.500
H -0.716 -2.045 -0.537
H 0.151 -0.583 -0.048
H -0.991 -1.352 1.067
H -2.889 -0.741 -0.410
H -1.761 -0.050 -1.604
```

Properties
Frontier orbital gap (spin up / spin down) in eV: 4.9 / 4.9
Charge: 0
HOMO energy (spin up / spin down) in eV: -6.65 / -6.65

Version x
Formula: C4H8S3
Source: the Open Molecules 2025 dataset
Level of theory: the ωB97M-V functional and the def2-TZVPD basis

Geometry as XYZ:
```
15
Properties=species:S:1:pos:R:3
C 2.140 -0.033 0.072
C -0.540 2.209 -0.577
C -0.912 -1.325 0.935
C -0.224 -1.429 -0.410
S 3.665 0.376 0.338
S 1.236 1.541 -0.049
S 1.631 -1.530 -0.440
H -1.359 1.942 0.132
H -0.935 1.618 -1.464
H -0.350 3.226 -0.570
H -0.514 -2.027 1.545
H -0.671 -0.268 1.461
H -1.922 -1.343 0.702
H -0.621 -0.531 -0.898
H -0.622 -2.425 -0.776
```

Properties
Frontier orbital gap in eV: 8.4
Charge: 0
HOMO energy in eV: -8.59

Order of stability, best first: version x, version w

Version w
Formula: C11H11NO
Source: the Open Molecules 2025 dataset
Level of theory: the ωB97M-V functional and the def2-TZVPD basis

Geometry as XYZ:
```
24
Properties=species:S:1:pos:R:3
C -2.636 0.736 2.045
C -0.213 -3.268 0.497
C 0.640 -2.422 1.082
C -1.349 -2.762 -0.130
C 0.444 -1.063 0.934
C -1.580 -1.385 -0.212
C -0.575 -0.504 0.193
C -2.217 1.663 1.085
C -0.792 0.909 -0.023
C 1.267 1.548 -1.258
C 0.239 1.960 -0.090
N -2.874 -0.036 2.866
O -2.129 1.324 -0.234
H -0.178 -4.338 0.742
H 1.293 -2.900 1.727
H -2.076 -3.508 -0.464
H 1.213 -0.372 1.182
H -2.376 -0.988 -0.928
H -2.219 2.793 1.395
H 1.436 0.501 -1.182
H 2.080 2.118 -1.029
H 0.850 1.746 -2.221
H -0.227 2.930 -0.350
H 0.773 1.978 0.892
```

Properties
Frontier orbital gap (spin up / spin down) in eV: 7.5 / 7.5
Charge: 0
HOMO energy (spin up / spin down) in eV: -8.04 / -8.04

Version x
Formula: C11H11NO
Source: the Open Molecules 2025 dataset
Level of theory: the ωB97M-V functional and the def2-TZVPD basis

Geometry as XYZ:
```
24
Properties=species:S:1:pos:R:3
C -3.817 0.216 -0.006
C -3.219 -0.904 0.555
C -3.078 1.228 -0.444
C -1.802 -0.995 0.616
C -1.695 1.224 -0.377
C -0.998 0.038 0.099
C 3.240 1.002 0.147
C 2.961 -0.296 -0.013
C 3.890 2.134 0.311
C 0.443 0.204 0.090
C 1.187 -2.058 -0.479
N 1.425 -0.629 -0.223
O 3.733 -1.217 -0.241
H -4.884 0.276 0.113
H -3.888 -1.570 1.167
H -3.560 1.992 -0.974
H -1.385 -1.992 1.153
H -1.054 2.035 -0.642
H 4.156 2.773 -0.532
H 4.193 2.598 1.235
H 0.820 1.251 0.313
H 2.006 -2.564 -0.949
H 0.940 -2.688 0.369
H 0.389 -2.058 -1.290
```

Properties
Frontier orbital gap (spin up / spin down) in eV: 5.6 / 5.7
Charge: 0
HOMO energy (spin up / spin down) in eV: -6.65 / -6.65

Version y
Formula: C11H11NO
Source: the Open Molecules 2025 dataset
Level of theory: the ωB97M-V functional and the def2-TZVPD basis

Geometry as XYZ:
```
24
Properties=species:S:1:pos:R:3
C 4.085 0.150 -0.113
C 3.064 -0.489 0.121
C -3.071 -0.761 -0.451
C -2.536 -1.674 0.470
C -2.355 0.350 -0.747
C -1.294 -1.433 1.002
C -1.162 0.702 -0.175
C -0.568 -0.232 0.684
C -0.251 1.873 -0.244
C 0.870 1.430 0.774
C 1.767 -1.007 -0.092
N 0.718 0.070 1.068
O 1.160 -0.977 -1.263
H 5.035 0.502 -0.028
H -4.052 -0.899 -0.993
H -3.038 -2.648 0.791
H -2.722 1.070 -1.685
H -0.798 -2.096 1.675
H 0.275 2.047 -1.318
H -0.660 2.845 -0.066
H 1.875 1.754 0.585
H 0.624 1.902 1.670
H 1.488 -1.962 0.310
H 1.547 -0.519 -1.976
```

Properties
Frontier orbital gap in eV: 8.2
Charge: 0
HOMO energy in eV: -7.54

Order of stability, best first: version w, version x, version y

Version w
Formula: CH4NOP
Source: the Open Molecules 2025 dataset
Level of theory: the ωB97M-V functional and the def2-TZVPD basis

Geometry as XYZ:
```
8
Properties=species:S:1:pos:R:3
C 0.835 0.586 0.558
N -0.228 -0.193 0.370
O 1.369 1.137 -0.375
P -1.181 -0.532 -0.925
H 1.160 0.672 1.605
H -0.686 -1.162 2.080
H -1.031 0.694 -1.586
H -0.239 -1.203 -1.728
```

Properties
Frontier orbital gap (spin up / spin down) in eV: 7.5 / 8.6
Charge: 0
HOMO energy (spin up / spin down) in eV: -9.79 / -9.85

Version x
Formula: CH4NOP
Source: the Open Molecules 2025 dataset
Level of theory: the ωB97M-V functional and the def2-TZVPD basis

Geometry as XYZ:
```
8
Properties=species:S:1:pos:R:3
N 0.266 1.064 -0.760
C 0.684 -0.160 -0.503
O 1.675 -0.937 -1.472
P 0.660 -0.869 1.096
H 0.281 1.405 -1.722
H -0.586 1.391 -0.341
H -0.801 -1.318 1.178
H 1.161 -2.131 0.738
```

Properties
Frontier orbital gap in eV: 9.2
Charge: 0
SMILES: NC(=O)P
HOMO energy in eV: -9.09

Order of stability, best first: version x, version w